Record 1
C15H22Cl4FN2O6 | the ωB97M-V functional and the def2-TZVPD basis

ORCA input file:
```
! RIJCOSX wB97M-V def2-TZVPD def2/J DEFGRID3
* xyz -1 1
H 4.31015 1.06942 1.08783
C 1.86699 1.17912 -1.40780
H 0.87844 1.59083 -1.19876
N -1.81509 -3.59266 -1.48164
O 0.06497 -4.10973 -0.31179
H -2.89738 -2.66263 2.28458
H 1.28437 -0.33250 0.56194
O 1.08711 -2.84552 2.07393
H 2.75744 2.84602 1.47830
H 2.63397 -0.82954 -1.62989
H 1.65497 1.44699 1.57152
H 4.72506 0.68256 -0.53905
C -1.17551 -2.02291 1.62677
H -4.59474 1.04883 1.10197
O -3.03081 -1.71826 -2.12134
H -1.04590 0.10410 2.02669
Cl -0.90233 6.49747 -2.38145
O -2.10586 -3.05554 1.91592
H 2.17051 1.58370 -2.37106
C 0.90794 -0.68741 -2.79596
Cl -1.51180 4.27544 -0.64044
C -2.96744 -0.26539 1.18466
C 1.67764 -0.32587 -1.52527
H -3.97571 0.61239 2.79472
C -0.80445 -3.29812 -0.47808
C 0.07784 -2.26754 2.52545
H -3.06755 -0.56272 0.15449
H 3.33391 2.54003 -0.69224
Cl 1.22861 4.94976 -1.19859
H 1.26535 2.87447 0.55688
C 2.80739 1.67799 -0.28217
O -0.40113 -0.95141 -0.39751
H -0.16202 -0.55755 -2.68381
C 2.04949 2.22897 0.93435
H -2.16162 -4.53046 -1.31467
Cl -0.37280 6.69164 0.45080
C -1.78861 -0.68405 2.03021
O -0.05232 -1.79338 3.66670
H 1.08847 -1.72965 -3.04624
H 1.26739 -0.11103 -3.64387
C 3.89243 0.69303 0.15551
C -0.39015 5.60236 -0.94246
C 1.02243 -0.95119 -0.29166
N -0.99679 -2.05705 0.18027
C -3.90280 0.50193 1.72343
H 3.52974 -0.30280 0.37240
H -2.13853 -0.76502 3.05043
C -2.90416 -2.69901 -1.44763
H 1.45973 -1.92273 -0.08896
F -3.87683 -3.06539 -0.59742
*
```

Energy (Eh): -3086.32470


Record 2
C5H9NS | the ωB97M-V functional and the def2-TZVPD basis

ORCA input file:
```
! RIJCOSX wB97M-V def2-TZVPD def2/J DEFGRID3
* xyz 0 1
H 1.69453 -1.77371 0.65508
H 2.41343 0.34875 -0.03983
H 1.25987 2.78925 -1.01640
C -0.47153 -1.45905 0.02056
N 0.63416 0.71479 -1.15874
C 0.92441 -1.18447 0.20470
H -2.46099 -1.09935 1.04574
H -1.35208 -1.46585 2.20136
C 0.36018 2.17990 -1.00022
H -0.00257 2.30333 0.03412
C -1.42627 -0.99321 1.25935
H -1.30883 0.05304 1.36435
C 1.41809 0.00261 -0.21618
S -0.77595 -0.39809 -1.38653
H -0.56360 -2.46723 -0.19914
H -0.34286 2.44929 -1.76820
*
```

Energy (Eh): -648.77904
ΔE to the lowest compared entry with this formula, charge and spin (eV): 2.017
SMILES: C[C@@H]1C=CN(C)S1


Record 3
C5H9Br2N2 | the ωB97M-V functional and the def2-TZVPD basis

ORCA input file:
```
! RIJCOSX wB97M-V def2-TZVPD def2/J DEFGRID3
* xyz 1 1
H -2.55977 -0.78270 -0.77272
C 0.71317 -1.51475 -1.01681
Br 1.19205 -1.07407 -2.86269
C -1.24112 1.36682 0.33945
H -2.29652 1.45481 0.23062
N 0.60747 -0.25239 -0.30580
H -0.90764 1.49496 1.35843
C -0.83194 -2.03242 -1.12965
H 1.50896 -2.14029 -0.56457
C 1.78217 0.40000 0.26194
H -0.84718 2.33786 -0.15270
H 1.67025 1.49759 0.22349
C -0.65432 0.10348 -0.25988
H -1.09268 -2.24727 -2.14522
Br -1.17329 -3.56583 0.11987
N -1.46316 -0.81243 -0.83291
H 1.99139 0.00074 1.26469
H 2.64488 0.23627 -0.31022
*
```

Energy (Eh): -5453.21301
ΔE to the lowest compared entry with this formula, charge and spin (eV): 0.000
SMILES: CC1=[NH+][C@H](Br)[C@@H](Br)N1C


HOMO, record by record: -0.1690 -0.2840 -0.5238 Ha